A molecular structure, C55H43BiN6O2PS5Sb, computed with ωB97M-V/def2-TZVPD.

The geometry in XYZ format:
```
114
Properties=species:S:1:pos:R:3:mulliken_charge:R:1
C -0.434 1.047 1.290 -1.15
H -4.165 1.500 -0.975 0.26
H 1.226 3.916 -4.191 0.48
H 0.121 1.615 -8.422 0.39
S 5.652 -4.418 1.302 -0.70
C 0.245 2.017 7.085 -0.79
C -4.623 0.706 -0.391 -0.95
C -7.954 -3.297 -0.514 -0.33
S 4.078 0.543 1.307 -0.61
C 0.971 4.036 6.009 -0.93
N 0.324 0.037 1.645 0.15
C 3.684 2.235 1.621 1.09
O 2.455 2.035 -1.156 -0.78
H -4.147 -4.309 1.180 0.44
H -4.915 1.122 0.576 0.26
H 0.048 1.449 7.986 0.38
C 4.335 4.096 3.067 -0.62
P -1.406 1.335 -0.227 -0.35
C 2.651 -0.162 4.444 0.12
C -1.820 -6.525 0.099 -0.42
C 2.713 -0.170 -4.770 -0.24
H -2.135 3.172 1.679 0.39
C -1.012 -5.658 -0.627 -0.72
C -2.952 -6.039 0.742 -0.66
C 3.682 -1.018 -5.286 -0.89
H 4.528 -0.600 -5.818 0.36
C 0.754 3.454 4.767 0.23
C 0.123 1.499 -6.283 0.05
C 2.669 4.412 1.390 -0.49
C 2.781 3.083 0.968 0.53
C 0.298 2.141 4.671 -0.12
C -5.693 -3.172 -1.334 -0.03
H -5.515 0.355 -0.904 0.43
H -0.110 -6.022 -1.104 0.50
H 1.359 5.046 6.067 0.40
N -3.682 -0.388 -0.242 0.72
H 0.991 4.000 3.865 0.31
H 4.418 -0.637 5.549 0.36
H 4.964 4.473 3.867 0.36
H -0.282 0.495 -6.251 0.44
C -1.189 3.238 -2.736 -1.01
H -2.205 3.128 -2.365 0.23
H 5.138 2.115 3.182 0.45
N -0.523 1.944 -2.767 0.67
H 2.761 0.905 4.589 0.47
C -2.774 -2.381 -0.173 0.57
C 0.222 1.445 -3.803 0.59
C 1.607 -0.646 3.654 0.21
C 0.356 2.128 -7.497 -0.80
C -2.481 -3.822 -0.085 0.07
N 0.207 -0.040 -2.123 -0.26
C 2.515 -2.913 -4.383 -0.49
H -1.556 -7.572 0.180 0.38
C 1.934 2.717 -0.250 0.02
H -3.569 -6.706 1.334 0.37
C 1.480 -2.021 3.472 -0.59
C -0.483 1.013 -1.764 -0.62
H 4.242 -3.077 5.116 0.37
H -7.220 -4.392 -2.209 0.38
H 4.367 -3.051 -5.445 0.38
H -0.645 3.905 -2.068 0.23
H -0.697 -3.625 -1.250 0.55
C 0.955 3.431 -5.122 0.03
C 0.661 0.201 -3.391 -0.08
C 1.553 -2.067 -3.853 0.08
C -5.360 -2.260 -0.332 -0.64
C 3.479 -2.399 4.754 -0.47
Bi 2.782 -0.626 -0.645 1.67
C 0.701 0.268 2.935 -0.32
C 0.725 3.318 7.171 -0.41
N -0.548 1.964 2.308 0.85
C 0.031 1.435 5.845 -0.06
C 3.586 -2.389 -5.092 -0.35
H 0.919 3.764 8.140 0.38
C 0.891 3.410 -7.528 -0.39
O 0.756 3.183 -0.244 -0.63
C -1.343 -4.316 -0.719 -0.31
C -1.245 3.243 2.295 -1.00
H 2.350 -3.951 3.795 0.40
H -6.096 -1.177 1.367 0.44
C -3.280 -4.693 0.654 -0.18
S 5.006 -1.597 -1.370 -0.66
H -1.529 3.503 3.313 0.48
H 1.950 5.031 0.867 0.35
C -3.988 -1.735 -0.241 -0.07
C 3.436 4.937 2.417 -0.70
H -0.325 0.415 5.770 0.44
C 1.189 4.059 -6.338 -0.85
H 1.089 3.893 -8.477 0.38
N -1.761 -1.470 -0.146 -0.07
H 0.738 -2.465 -3.259 0.26
C -7.633 -2.390 0.487 -0.73
H -8.955 -3.705 -0.581 0.37
H 3.335 5.976 2.708 0.37
H 2.461 -3.977 -4.199 0.38
C -6.349 -1.872 0.574 -0.14
C 4.442 2.776 2.677 -0.98
H 1.622 5.051 -6.356 0.39
C 0.170 1.466 3.368 0.56
C 0.421 2.143 -5.082 -0.23
C 2.417 -2.891 4.010 -0.66
Sb 4.385 -3.773 -0.464 0.65
C 1.639 -0.688 -4.042 -0.06
H 2.811 0.901 -4.888 0.49
H 0.664 -2.393 2.865 0.63
H -1.218 3.644 -3.743 0.50
H -0.602 4.013 1.868 0.09
S 4.189 -5.382 -2.063 -0.73
C -2.312 -0.283 -0.194 -0.38
S 2.192 -2.937 0.151 -0.37
C -6.978 -3.687 -1.423 -0.69
C 3.580 -1.033 4.987 -0.89
H -4.927 -3.473 -2.037 0.44
H -8.384 -2.094 1.210 0.37
```

Calculated values
Electronic energy = -146619.250 eV
LUMO level = 0.1250 Eh
Net charge = -2
HOMO = -2.24 eV
Orbital gap = 5.64 eV